(1)
A 2-piece molecular cluster, ClFH2Si overall at a distorted geometry, computed with ωB97M-V with the def2-TZVPD basis set.

```
! RIJCOSX wB97M-V def2-TZVPD def2/J DEFGRID3
* xyz 0 3
F -0.0955 -1.5754 0.1637
Si 0.1277 0.0290 -0.2216
Cl -1.6014 0.9398 -0.0290
H 0.7588 0.0898 -1.4615
H 0.8104 0.5168 1.5484
*
```

Computed properties:
**HOMO-LUMO gap (alpha / beta)**: 6.98 / 9.16 eV
**Energy above the lowest of the compared OMol25 structures with the same formula, charge and spin**: 0.962 eV
**LUMO energy (alpha / beta)**: 0.898 / -3.452 eV
**E_HOMO (alpha / beta)**: -6.08 / -12.61 eV
**F_max**: 2.93 eV/A

(2)
A 2-piece molecular cluster, ClFHN2O overall at a distorted geometry, computed with ωB97M-V with the def2-TZVPD basis set.

```
! RIJCOSX wB97M-V def2-TZVPD def2/J DEFGRID3
* xyz -1 1
N 0.2568 -0.9830 0.5618
N 0.0689 1.3418 -0.5130
O 1.2938 -1.3222 0.1142
F -0.6499 -1.8155 -0.0415
Cl -0.3125 2.1722 0.8833
H -0.6571 0.6067 -1.0047
*
```

Computed properties:
**HOMO-LUMO gap (alpha / beta)**: 6.09 / 6.82 eV
**Energy above the lowest of the compared OMol25 structures with the same formula, charge and spin**: 5.703 eV
**LUMO energy (alpha / beta)**: 4.365 / 4.421 eV
**E_HOMO (alpha / beta)**: -1.73 / -2.40 eV
**F_max**: 4.50 eV/A

(3)
ClFKLi as an isolated structure at a distorted geometry, computed with ωB97M-V with the def2-TZVPD basis set.

```
! RIJCOSX wB97M-V def2-TZVPD def2/J DEFGRID3
* xyz 0 1
Li 1.8886 0.7259 -0.9582
K -0.6859 0.1034 0.4548
Cl -1.3594 -1.8887 2.3928
F 0.1567 1.0594 -1.8894
*
```

Computed properties:
**HOMO-LUMO gap**: 5.92 eV
**LUMO energy**: -2.105 eV
**E_HOMO**: -8.03 eV
**F_max**: 2.54 eV/A

(4)
A 6-piece molecular cluster, ClH10O5 overall, computed with ωB97M-V with the def2-TZVPD basis set.

```
! RIJCOSX wB97M-V def2-TZVPD def2/J DEFGRID3
* xyz -1 1
Cl -0.7172 -0.6016 1.3746
O -2.4265 1.5053 -2.1802
H -2.0411 1.4693 -1.3047
H -3.1275 0.8539 -2.1607
O -0.3988 -3.2891 -1.9598
H -0.5912 -2.8418 -1.1357
H -1.2555 -3.4256 -2.3645
O 3.2468 -1.4992 2.6874
H 2.3181 -1.4755 2.4570
H 3.7008 -1.2626 1.8786
O -2.0602 3.4452 2.3948
H -1.9985 2.5293 2.1234
H -1.3301 3.5652 3.0021
O 2.5811 0.4371 -1.4693
H 1.7897 0.2577 -0.9617
H 2.3100 0.3326 -2.3814
*
```

Computed properties:
**HOMO-LUMO gap**: 8.18 eV
**Energy above the lowest of the compared OMol25 structures with the same formula, charge and spin**: 0.993 eV
**LUMO energy**: 3.338 eV
**E_HOMO**: -4.84 eV
**F_max**: 0.63 eV/A

(5)
A 10-piece molecular cluster, ClH18O13 overall at a distorted geometry, computed with ωB97M-V with the def2-TZVPD basis set.

```
! RIJCOSX wB97M-V def2-TZVPD def2/J DEFGRID3
* xyz -1 1
Cl 0.6035 0.8225 0.7078
O -0.5915 1.7385 0.9328
O 1.8325 1.5985 1.0398
O 0.4735 -0.4265 1.6238
O 0.6585 0.4045 -0.7442
O 2.8115 -0.7385 -2.1472
H 2.1025 -0.1575 -1.9382
H 2.3975 -1.4855 -2.5672
O -0.3185 -1.5425 -2.6552
H 0.0665 -1.3575 -1.8392
H -0.5815 -2.4365 -2.6312
O -2.2225 0.8325 -1.4092
H -2.2195 0.0975 -2.0312
H -3.0545 0.7915 -0.8162
O 2.9465 -1.5145 0.6118
H 2.4695 -1.0555 1.3468
H 2.8665 -0.9385 -0.1442
O -0.2315 2.7935 -2.0332
H -0.2245 1.9805 -1.4872
H 0.6665 3.1035 -2.0842
O -2.3105 3.4615 -0.1592
H -2.9005 3.4935 0.6328
H -1.5025 2.9975 0.1128
O -2.4165 -0.6895 1.6268
H -2.6215 0.0185 2.2468
H -1.5795 -0.2945 1.4148
O 0.7845 -2.8425 0.0228
H 1.6545 -2.4755 0.3348
H 0.1765 -2.6265 0.7288
O 0.1165 -1.2715 4.1768
H -0.2345 -1.7685 3.4638
H 0.3815 -0.5125 3.6618
*
```

Computed properties:
**HOMO-LUMO gap**: 10.55 eV
**Energy above the lowest of the compared OMol25 structures with the same formula, charge and spin**: 1.405 eV
**LUMO energy**: 2.907 eV
**E_HOMO**: -7.64 eV
**F_max**: 3.89 eV/A

(6)
A 10-piece molecular cluster, ClH18O9 overall, computed with ωB97M-V with the def2-TZVPD basis set.

```
! RIJCOSX wB97M-V def2-TZVPD def2/J DEFGRID3
* xyz -1 1
Cl 0.0271 0.2240 -0.1219
O 1.5136 2.5576 2.0041
H 2.2531 2.9318 1.5161
H 1.1163 1.9316 1.3819
O -2.7574 2.1178 0.3265
H -2.0205 1.4859 0.3389
H -2.3641 2.9377 0.6394
O -1.7841 -0.5571 -3.1627
H -1.7461 0.3167 -3.5596
H -1.1685 -0.5128 -2.4152
O -2.8633 -1.9161 0.0959
H -2.0874 -1.3463 0.1933
H -2.5108 -2.8076 0.1686
O 1.4030 -1.9607 -2.3067
H 2.1151 -1.3688 -2.5669
H 1.0362 -1.5292 -1.5207
O -1.0092 0.0734 3.0152
H -0.9370 0.9294 3.4479
H -0.5087 0.1797 2.1896
O 1.2282 -2.6589 2.0326
H 1.5901 -3.4930 1.7170
H 0.8210 -2.2597 1.2504
O 0.4611 2.6452 -2.4399
H -0.1996 2.2249 -2.9962
H 0.3279 2.2287 -1.5745
O 2.9908 -0.7920 0.5195
H 2.1252 -0.3488 0.4520
H 2.9480 -1.2335 1.3755
*
```

Computed properties:
**HOMO-LUMO gap**: 10.43 eV
**Energy above the lowest of the compared OMol25 structures with the same formula, charge and spin**: 0.379 eV
**LUMO energy**: 3.040 eV
**E_HOMO**: -7.39 eV
**F_max**: 0.25 eV/A

(7)
A 11-piece molecular cluster, ClH20O14 overall at a distorted geometry, computed with ωB97M-V with the def2-TZVPD basis set.

```
! RIJCOSX wB97M-V def2-TZVPD def2/J DEFGRID3
* xyz -1 1
Cl 15.2982 -25.0283 -19.5424
O 14.1173 -25.8748 -19.3398
O 15.5276 -25.0217 -20.9514
O 15.2008 -23.7613 -18.9470
O 16.4741 -25.6795 -18.9158
O 22.3803 -25.5976 -16.5215
H 21.9400 -26.4200 -16.7359
H 22.7876 -25.7583 -15.6703
O 20.2595 -21.4684 -18.4915
H 19.4166 -21.8254 -18.7714
H 20.7600 -22.2321 -18.2041
O 16.0413 -17.9338 -15.6224
H 16.0991 -17.7747 -14.6803
H 15.9188 -18.8801 -15.6989
O 18.9287 -30.9093 -22.0252
H 19.3646 -31.7610 -22.0535
H 19.1786 -30.5398 -21.1783
O 8.1084 -29.2043 -18.3879
H 8.2761 -30.1357 -18.2447
H 8.9773 -28.8027 -18.3973
O 21.0653 -24.7032 -22.3551
H 20.2029 -24.5569 -21.9662
H 21.5770 -23.9357 -22.0997
O 13.7599 -31.3577 -15.8018
H 13.4266 -31.1633 -16.6778
H 13.4882 -30.6095 -15.2701
O 17.0253 -25.2834 -13.5114
H 16.1643 -25.7016 -13.5222
H 17.3139 -25.3048 -14.4238
O 14.0024 -30.3971 -23.6339
H 14.0784 -29.7830 -22.9036
H 14.9039 -30.5399 -23.9222
O 12.1890 -27.2632 -14.1349
H 12.1336 -26.9504 -15.0378
H 11.3147 -27.1140 -13.7751
*
```

Computed properties:
**HOMO-LUMO gap**: 7.83 eV
**Energy above the lowest of the compared OMol25 structures with the same formula, charge and spin**: 2.519 eV
**LUMO energy**: 1.955 eV
**E_HOMO**: -5.88 eV
**F_max**: 4.93 eV/A

(8)
A 12-piece molecular cluster, ClH22O15 overall at a distorted geometry, computed with ωB97M-V with the def2-TZVPD basis set.

```
! RIJCOSX wB97M-V def2-TZVPD def2/J DEFGRID3
* xyz -1 1
Cl -0.8608 -0.4707 0.1958
O -2.2498 -0.2391 0.7177
O -0.9990 -1.1432 -1.1380
O -0.1568 0.8521 -0.0072
O -0.0955 -1.3038 1.1892
O 0.3626 -3.5008 -2.0589
H 0.1591 -3.1198 -2.9289
H -0.2779 -3.0459 -1.5665
O -1.0311 2.1738 -2.2887
H -0.6308 1.5519 -1.6924
H -0.9255 3.0068 -1.8304
O 2.8216 1.2198 -0.2681
H 1.9935 1.2105 -0.6857
H 2.9922 0.3793 0.1675
O 1.5474 0.9761 2.9553
H 1.8970 0.2207 2.4974
H 0.5988 0.8707 3.0512
O -4.0385 2.1341 0.5405
H -3.9267 1.1978 0.6273
H -3.9766 2.2197 -0.4081
O 1.8351 -3.1883 2.0582
H 2.2358 -2.6234 2.7271
H 0.9918 -2.7832 1.8969
O 1.1459 0.2938 -2.7380
H 1.6539 0.3493 -3.5456
H 0.6138 -0.4842 -2.9103
O -1.1735 1.4259 2.9067
H -1.4931 0.9033 2.1985
H -1.9597 1.7623 3.3970
O -2.9116 -1.0059 -3.0155
H -3.2786 -1.8141 -3.3288
H -2.4044 -1.2441 -2.2252
O 0.9991 3.1637 1.3593
H 0.1030 2.9728 1.1126
H 1.3043 2.3309 1.7499
O 3.2287 -1.4362 0.5568
H 2.6515 -2.0202 1.0777
H 3.2550 -1.7927 -0.3463
*
```

Computed properties:
**HOMO-LUMO gap**: 9.34 eV
**Energy above the lowest of the compared OMol25 structures with the same formula, charge and spin**: 0.788 eV
**LUMO energy**: 2.583 eV
**E_HOMO**: -6.76 eV
**F_max**: 3.64 eV/A

(9)
A 3-piece molecular cluster, ClH2N2O overall at a distorted geometry, computed with ωB97M-V with the def2-TZVPD basis set.

```
! RIJCOSX wB97M-V def2-TZVPD def2/J DEFGRID3
* xyz -1 3
N 0.1437 0.3696 0.4536
N 1.7901 -0.8232 0.6685
O 2.6536 -0.4353 -0.0337
Cl -2.2188 -1.9966 -0.8529
H -0.5248 -0.3920 0.5451
H 0.2119 0.5790 -0.5360
*
```

Computed properties:
**HOMO-LUMO gap (alpha / beta)**: 7.86 / 5.91 eV
**Energy above the lowest of the compared OMol25 structures with the same formula, charge and spin**: 0.000 eV
**LUMO energy (alpha / beta)**: 3.950 / 2.001 eV
**E_HOMO (alpha / beta)**: -3.91 / -3.91 eV
**F_max**: 1.70 eV/A

(10)
ClH2N2P as an isolated structure at a distorted geometry, computed with ωB97M-V with the def2-TZVPD basis set.

```
! RIJCOSX wB97M-V def2-TZVPD def2/J DEFGRID3
* xyz 0 1
N -0.1001 -0.2206 -0.9825
N 0.3343 0.7875 -0.2859
P -0.5676 -1.6389 -0.6991
Cl -0.9330 -1.1114 2.0426
H 0.7276 1.5798 -0.7675
H 0.5388 0.6036 0.6925
*
```

Computed properties:
**HOMO-LUMO gap**: 8.24 eV
**Energy above the lowest of the compared OMol25 structures with the same formula, charge and spin**: 2.211 eV
**LUMO energy**: -1.301 eV
**E_HOMO**: -9.54 eV
**F_max**: 2.06 eV/A

(11)
A 2-piece molecular cluster, ClH2NO overall at a distorted geometry, computed with ωB97M-V with the def2-TZVPD basis set.

```
! RIJCOSX wB97M-V def2-TZVPD def2/J DEFGRID3
* xyz 0 1
N -0.0499 -0.3143 -0.2716
O -1.8997 1.1649 -0.0490
Cl -3.3104 1.1408 -0.6519
H 0.3703 0.5761 -0.5576
H -0.3389 -0.5469 0.6110
*
```

Computed properties:
**HOMO-LUMO gap (alpha / beta)**: 6.36 / 6.36 eV
**Energy above the lowest of the compared OMol25 structures with the same formula, charge and spin**: 4.158 eV
**LUMO energy (alpha / beta)**: -3.185 / -3.190 eV
**E_HOMO (alpha / beta)**: -9.55 / -9.55 eV
**F_max**: 4.93 eV/A

(12)
A 2-piece molecular cluster, ClH2NO overall at a distorted geometry, computed with ωB97M-V with the def2-TZVPD basis set.

```
! RIJCOSX wB97M-V def2-TZVPD def2/J DEFGRID3
* xyz 0 1
N 0.1887 0.3245 -0.0120
O 2.7356 0.5157 -2.7461
Cl 2.0834 0.1072 -1.3716
H 0.6502 -0.4195 0.5197
H -0.5570 -0.1132 -0.5449
*
```

Computed properties:
**HOMO-LUMO gap (alpha / beta)**: 6.86 / 6.73 eV
**Energy above the lowest of the compared OMol25 structures with the same formula, charge and spin**: 3.645 eV
**LUMO energy (alpha / beta)**: -3.140 / -3.125 eV
**E_HOMO (alpha / beta)**: -10.00 / -9.85 eV
**F_max**: 2.10 eV/A

Which value of F_max does entry 9 give? 1.70 eV/A

Which value of F_max does entry 6 give? 0.25 eV/A

What is the F_max in the first record? 2.93 eV/A

Which value of F_max does entry 4 give? 0.63 eV/A